C32H24ClF3N5O16P2S2W as an isolated structure, computed with the ωB97M-V functional and the def2-TZVPD basis.

Atoms and positions in Å:
W  0.5922  0.4242  -0.3679
O  -1.2622  5.5115  -5.8638
N  -1.0659  4.3211  -5.8163
O  -0.9315  3.5868  -6.7746
C  -1.0263  3.6997  -4.4753
C  -1.7984  4.2746  -3.5337
C  -1.8867  3.6990  -2.2305
C  -2.7648  4.1525  -1.2305
C  -2.8340  3.4661  -0.0494
C  -1.9781  2.3802  0.1636
N  -1.1044  1.9895  -0.7416
C  -1.0900  2.5999  -1.9378
C  -0.2679  2.0030  -2.9313
N  0.4218  0.8927  -2.5528
C  1.1350  0.2608  -3.4789
C  1.2229  0.7068  -4.7924
C  0.5584  1.8398  -5.1764
C  -0.2403  2.5137  -4.2326
H  -2.3680  5.1602  -3.7793
H  -3.3887  5.0180  -1.4123
H  -3.5151  3.7586  0.7358
H  -1.9941  1.8346  1.0938
H  1.6968  -0.6036  -3.1701
H  1.8483  0.1592  -5.4821
H  0.6352  2.2055  -6.1873
C  0.1619  -3.1777  6.9840
C  0.7283  -2.7179  5.6716
C  2.1071  -2.7147  5.4620
C  2.6474  -2.2732  4.2693
C  1.7961  -1.8221  3.2685
C  0.4230  -1.8150  3.4510
C  -0.1018  -2.2691  4.6484
S  2.5364  -1.2260  1.7954
O  2.9158  0.1509  1.9058
O  3.4929  -2.1901  1.3447
N  1.2644  -1.2219  0.7024
C  1.1310  -2.2494  -0.2062
C  1.3236  -3.6189  -0.0651
C  0.9525  -4.4053  -1.1337
C  0.3876  -3.8360  -2.2802
C  0.2381  -2.4720  -2.3424
N  0.6554  -1.7019  -1.3261
H  0.6763  -4.0671  7.3464
H  -0.9003  -3.4026  6.9033
H  0.2835  -2.3990  7.7394
H  2.7659  -3.0680  6.2452
H  3.7180  -2.2837  4.1112
H  -0.2269  -1.4523  2.6664
H  -1.1751  -2.2703  4.7949
H  1.7393  -4.0247  0.8444
H  1.0832  -5.4778  -1.0796
H  0.0720  -4.4497  -3.1106
H  -0.2113  -1.9721  -3.1890
O  2.7878  4.1549  0.2923
P  1.4000  3.5030  0.5276
O  0.2598  4.3492  0.2186
O  1.4418  2.1190  -0.2752
O  1.4642  2.9574  2.0371
P  0.5164  1.8503  2.6947
O  -0.8645  2.5982  2.9328
O  1.0633  1.2327  3.8858
O  0.1357  0.9400  1.4540
H  3.5531  3.5631  0.3323
H  -0.9773  2.8182  3.8674
Cl  -6.4766  -3.8962  1.5727
C  -5.2204  -2.9879  0.8167
C  -4.1194  -2.5966  1.5676
C  -3.1145  -1.8686  0.9592
C  -3.2100  -1.5359  -0.3901
C  -4.3199  -1.9354  -1.1306
C  -5.3296  -2.6625  -0.5289
C  -2.1515  -0.7674  -1.0756
O  -2.1603  -0.4460  -2.2367
O  -1.1246  -0.4387  -0.2612
H  -4.0606  -2.8644  2.6130
H  -2.2523  -1.5557  1.5323
H  -4.3801  -1.6696  -2.1772
H  -6.1978  -2.9796  -1.0890
F  6.0078  1.4260  -1.1933
C  4.9428  0.9435  -0.5707
F  4.5590  1.8254  0.3633
F  5.2309  -0.2027  0.0011
S  3.6256  0.7509  -1.8476
O  4.1158  -0.2090  -2.7775
O  3.2911  2.0725  -2.2715
O  2.4859  0.0856  -1.0413

Forces on the atoms, in the same order (eV/Å):
W -0.3 -0.2 0.2
O 0.0 0.0 0.0
N 0.0 0.0 0.0
O 0.0 0.0 0.0
C 0.0 0.0 0.0
C 0.0 0.0 0.0
C 0.0 0.0 0.0
C 0.0 0.0 0.0
C 0.0 0.0 0.0
C 0.0 0.0 0.0
N 0.2 -0.1 0.1
C 0.0 0.0 0.0
C 0.0 0.0 0.0
N 0.0 0.0 0.0
C 0.0 0.0 0.0
C 0.0 0.0 0.0
C 0.0 0.0 0.0
C 0.0 0.1 0.0
H 0.0 0.0 0.0
H 0.0 0.0 0.0
H 0.0 0.0 0.0
H 0.0 0.0 0.0
H 0.0 0.0 0.0
H 0.0 0.0 0.0
H 0.0 0.0 0.0
C 0.0 0.0 0.0
C 0.0 0.0 0.0
C 0.0 0.0 0.0
C 0.1 0.0 0.0
C -0.1 0.0 0.0
C 0.0 0.0 -0.1
C 0.0 0.0 0.0
S -0.1 0.0 0.1
O -0.1 0.0 0.0
O 0.0 0.0 0.0
N 0.2 0.1 0.1
C -0.1 0.0 -0.2
C 0.0 0.1 0.0
C 0.0 0.0 -0.1
C 0.0 0.0 0.0
C 0.0 0.1 0.1
N 0.1 0.2 0.0
H 0.0 0.0 0.0
H 0.0 0.0 0.0
H 0.0 0.0 0.0
H 0.0 0.0 0.0
H 0.0 0.0 0.0
H 0.0 0.0 0.0
H 0.0 0.0 0.0
H 0.0 0.0 0.0
H 0.0 0.0 0.0
H 0.0 0.0 0.0
H 0.0 0.0 0.0
O 0.1 0.1 0.0
P -0.1 -0.2 0.0
O 0.0 0.0 0.0
O 0.1 0.3 -0.1
O 0.1 0.1 -0.1
P 0.0 0.0 0.0
O -0.1 0.0 0.0
O 0.0 0.0 0.0
O 0.1 -0.1 0.1
H 0.0 0.0 0.0
H 0.0 0.0 0.0
Cl 0.0 0.0 0.0
C 0.0 0.0 0.0
C 0.0 0.0 0.0
C 0.0 0.0 0.0
C 0.0 0.0 0.0
C 0.0 0.0 0.0
C 0.0 0.0 0.0
C 0.1 0.0 0.0
O 0.0 0.0 0.0
O -0.3 0.0 0.1
H 0.0 0.0 0.0
H 0.0 0.0 0.0
H 0.0 0.0 0.0
H 0.0 0.0 0.0
F 0.0 0.0 0.0
C 0.0 0.0 0.0
F 0.0 0.0 0.0
F 0.0 0.0 0.0
S -0.1 0.0 0.1
O 0.0 0.0 -0.1
O 0.0 0.0 0.0
O 0.3 0.1 -0.2

As for the energy relative to the best compared isomer or geometry (same formula, charge and spin): 64.1 kJ/mol. As for the net charge: +1. As for the strongest force on any atom: 0.0087 hartree/bohr.

Löwdin atomic charge list, values in e, 6 entries:
1. W 2.09
2. O 0.12
3. N -0.34
4. O 0.10
5. C -0.05
6. C 0.10

A 2-piece molecular cluster, C5H11BrS overall, computed with the ωB97M-V functional and the def2-TZVPD basis.

Atoms and positions in Å:
C  0.7894  -1.5196  0.2684
C  0.7219  0.0927  -0.0965
C  0.1946  0.4397  -1.4901
C  2.1405  0.7229  0.1592
S  0.8398  1.4415  0.9967
H  0.9472  -1.8641  -0.7932
H  -0.0641  -2.0476  0.5677
H  1.7426  -1.8329  0.6671
H  -0.8149  -0.2081  -1.7105
H  0.9006  0.3529  -2.3246
H  -0.1328  1.4687  -1.5559
H  2.9431  0.1806  0.7284
H  2.5728  1.2596  -0.6004
C  -2.5456  0.4545  1.0835
Br  -3.1786  -1.3030  0.5217
H  -3.1734  0.9714  1.8512
H  -2.3249  1.1273  0.1535
H  -1.5584  0.2635  1.5738

Forces on the atoms, in the same order (eV/Å):
C 1.2 2.5 -3.7
C 2.6 -2.3 -0.5
C -2.9 -1.6 -0.5
C 0.5 -2.4 1.0
S -1.5 1.3 2.3
H -0.3 0.0 0.7
H -1.3 -0.3 1.0
H -0.1 0.3 1.0
H 2.5 1.4 0.3
H 0.0 -0.7 0.3
H -0.1 0.3 0.3
H -1.2 0.2 -0.4
H 0.7 1.3 -1.9
C 1.6 1.3 -0.4
Br -0.1 0.6 0.1
H 0.1 -0.7 -1.0
H -0.7 -1.3 1.7
H -0.9 0.1 -0.5

As for the energy relative to the best compared isomer or geometry (same formula, charge and spin): 54.2 kJ/mol. As for the strongest force on any atom: 0.0896 hartree/bohr.

Löwdin atomic charge list, values in e, 6 entries:
1. C -0.03
2. C -0.77
3. C -0.13
4. C -0.47
5. S 0.86
6. H 0.08

HOMO for the records above, in order: -11.7 -8.8 eV
E_tot for the records above, in order: -136534.9878 -86239.0370 eV